(1)
{
  "formula": "C7H8ClFN2",
  "method": "wB97M-V/def2-TZVPD",
  "species": ["C", "C", "C", "C", "C", "C", "C", "N", "N", "F", "Cl", "H", "H", "H", "H", "H", "H", "H", "H"],
  "coordinates": [[1.8358, 1.5303, -0.2848], [2.9803, 2.3256, -0.1315], [1.9840, 0.1873, -0.0707], [3.2386, -0.2873, 0.2663], [-0.1382, -1.4598, 1.2108], [-0.9199, -0.1744, -0.9014], [0.0735, -1.0396, -0.2058], [4.1402, 1.8031, 0.1929], [4.2711, 0.5351, 0.3814], [0.4863, -2.0647, -0.9939], [3.5549, -1.9413, 0.5662], [0.8894, 1.9762, -0.5513], [2.9531, 3.3966, -0.2616], [0.7263, -2.0135, 1.5722], [-1.0098, -2.1174, 1.2755], [-0.3019, -0.5935, 1.8434], [-1.8387, -0.7471, -1.0596], [-0.5455, 0.1332, -1.8743], [-1.1613, 0.6976, -0.3016]],
  "e_tot_ha": -940.98942,
  "total_charge": 0,
  "orbital_gap_ev": 9.11,
  "relative_energy_kj_mol": 0.0
}

(2)
{
  "formula": "C4H6N2O",
  "method": "wB97M-V/def2-TZVPD",
  "species": ["N", "C", "O", "C", "C", "C", "N", "H", "H", "H", "H", "H", "H"],
  "coordinates": [[1.5542, -1.2477, -1.2269], [1.0511, -0.2721, -0.6151], [1.6282, 0.8517, -0.0689], [0.3848, 1.2579, 0.5731], [-0.2693, 0.0272, 0.0522], [-1.6203, -0.1572, -0.4517], [-1.0735, -1.0025, 0.6200], [2.5687, -1.1776, -1.3491], [0.4234, 1.2766, 1.6522], [0.0389, 2.2074, 0.1412], [-1.4160, -0.2667, -1.4821], [-2.4331, 0.4681, -0.0801], [-0.7426, -1.9152, 0.3208]],
  "e_tot_ha": -340.67597,
  "total_charge": 0,
  "orbital_gap_ev": 10.96,
  "relative_energy_kj_mol": 312.3
}

(3)
{
  "formula": "C10H13N3",
  "method": "wB97M-V/def2-TZVPD",
  "species": ["C", "C", "C", "C", "C", "C", "C", "C", "C", "C", "H", "H", "H", "H", "H", "H", "H", "H", "H", "H", "H", "H", "H", "N", "N", "N"],
  "coordinates": [[1.5066, 1.3490, 0.6074], [2.3344, -0.7761, 0.2525], [2.3437, -0.1614, -1.1149], [1.1500, 0.7485, -0.7773], [0.8356, -1.3384, 0.2618], [-1.2220, -0.0910, -0.2547], [-1.7044, 1.2014, -0.2800], [-3.1593, 1.2478, 0.0321], [-3.4306, -1.0708, 0.1889], [-2.0712, -1.1809, -0.1022], [0.5853, 1.6726, 1.1868], [2.2174, 2.2986, 0.6570], [2.0397, 0.1070, 2.1031], [3.2101, -1.4905, 0.4387], [2.0153, -0.7999, -1.8918], [3.3283, 0.4073, -1.1874], [0.6560, 1.3630, -1.5385], [0.3284, -1.5508, 1.2075], [0.8610, -2.1916, -0.3811], [-1.0357, 2.0801, -0.4633], [-3.6613, 2.1772, -0.2226], [-4.0267, -1.9261, 0.3108], [-1.6255, -2.2064, -0.1532], [2.3765, 0.2857, 1.1746], [0.1081, -0.3183, -0.4040], [-3.9596, 0.1642, 0.3496]],
  "e_tot_ha": -553.04036,
  "total_charge": 0,
  "smiles": "c1cc(N2C[C@H]3C[C@@H]2CN3)ccn1",
  "orbital_gap_ev": 8.70,
  "relative_energy_kj_mol": 202.7
}